(w)
{"formula": "C26H75N3O17", "method": "ωB97M-V with the def2-TZVPD basis set", "smiles": "COC[C@H](C)N.COC[C@H](C)N.COC[C@H](C)N.OCCO.OCCO.OCCO.OCCO.OCCO.OCCO.OCCO", "mol_weight_g_mol": 701.890, "orbital_gap_ev": 9.437, "elements": ["C", "O", "C", "C", "C", "N", "H", "H", "H", "H", "H", "H", "H", "H", "H", "H", "H", "C", "O", "C", "C", "C", "N", "H", "H", "H", "H", "H", "H", "H", "H", "H", "H", "H", "C", "O", "C", "C", "C", "N", "H", "H", "H", "H", "H", "H", "H", "H", "H", "H", "H", "O", "C", "C", "O", "H", "H", "H", "H", "H", "H", "O", "C", "C", "O", "H", "H", "H", "H", "H", "H", "O", "C", "C", "O", "H", "H", "H", "H", "H", "H", "O", "C", "C", "O", "H", "H", "H", "H", "H", "H", "O", "C", "C", "O", "H", "H", "H", "H", "H", "H", "O", "C", "C", "O", "H", "H", "H", "H", "H", "H", "O", "C", "C", "O", "H", "H", "H", "H", "H", "H"], "xyz": [[-5.837, 1.899, -1.605], [-6.514, 3.009, -0.938], [-5.886, 3.478, 0.257], [-6.746, 4.473, 1.080], [-6.851, 5.884, 0.540], [-6.353, 4.544, 2.468], [-6.311, 1.663, -2.558], [-5.657, 0.976, -1.052], [-4.857, 2.309, -1.848], [-5.737, 2.577, 0.851], [-4.846, 3.781, 0.136], [-7.737, 4.022, 1.029], [-5.873, 6.356, 0.630], [-7.603, 6.467, 1.073], [-7.057, 5.917, -0.530], [-7.024, 5.211, 2.824], [-6.617, 3.679, 2.918], [-3.903, -1.410, 9.850], [-2.819, -0.810, 10.545], [-3.059, -0.269, 11.873], [-3.641, 1.143, 11.814], [-2.850, 2.016, 10.772], [-3.491, 1.952, 13.053], [-4.808, -0.833, 10.040], [-4.117, -2.414, 10.216], [-3.722, -1.604, 8.793], [-3.555, -0.959, 12.556], [-2.044, -0.270, 12.270], [-4.657, 1.134, 11.418], [-1.967, 2.404, 11.279], [-3.474, 2.847, 10.443], [-2.443, 1.485, 9.912], [-4.455, 2.099, 13.316], [-3.173, 2.896, 12.883], [3.195, -5.730, 4.560], [1.924, -6.069, 5.042], [1.131, -6.870, 4.147], [-0.281, -6.982, 4.788], [-0.364, -7.795, 6.155], [-1.176, -7.547, 3.853], [3.787, -6.642, 4.620], [3.671, -5.068, 5.284], [3.121, -5.249, 3.585], [0.969, -6.323, 3.218], [1.562, -7.846, 3.923], [-0.527, -5.942, 5.002], [-1.415, -7.877, 6.432], [0.261, -7.311, 6.906], [-0.022, -8.829, 6.118], [-2.055, -7.216, 4.225], [-1.166, -6.923, 3.059], [-10.988, -1.212, 0.069], [-9.971, -0.263, 0.506], [-9.257, -0.874, 1.674], [-10.267, -0.903, 2.690], [-11.693, -1.259, 0.718], [-9.386, -0.131, -0.404], [-10.528, 0.642, 0.753], [-8.454, -0.217, 2.009], [-8.872, -1.861, 1.415], [-10.867, -1.637, 2.538], [-5.258, -2.236, 4.700], [-4.408, -1.261, 4.092], [-3.411, -1.747, 3.046], [-3.993, -2.069, 1.824], [-6.120, -1.834, 4.832], [-5.071, -0.513, 3.655], [-3.806, -0.814, 4.883], [-2.772, -2.506, 3.496], [-2.665, -0.971, 2.878], [-3.538, -2.843, 1.483], [-2.900, -5.593, -0.679], [-4.053, -5.779, -1.341], [-3.996, -6.911, -2.415], [-3.875, -8.128, -1.726], [-2.177, -5.483, -1.301], [-4.851, -6.041, -0.646], [-4.309, -4.823, -1.797], [-3.105, -6.893, -3.043], [-4.783, -6.975, -3.165], [-3.132, -8.591, -2.121], [-1.984, 5.448, 3.224], [-1.265, 4.216, 3.422], [0.312, 4.526, 3.283], [0.533, 5.094, 1.990], [-2.908, 5.187, 3.201], [-1.582, 3.736, 4.348], [-1.602, 3.481, 2.692], [0.791, 3.547, 3.319], [0.747, 5.108, 4.096], [0.048, 5.922, 1.974], [-9.121, -0.657, 6.507], [-9.594, 0.400, 7.347], [-8.897, 1.770, 6.935], [-9.267, 2.255, 5.603], [-9.416, -0.468, 5.613], [-10.678, 0.508, 7.355], [-9.316, 0.054, 8.343], [-7.818, 1.639, 7.022], [-9.141, 2.604, 7.593], [-10.006, 2.851, 5.745], [1.570, -1.445, 4.604], [1.714, -1.059, 5.986], [0.549, -1.793, 6.754], [0.672, -1.682, 8.109], [2.375, -1.137, 4.181], [2.682, -1.395, 6.358], [1.588, 0.021, 5.911], [0.408, -2.847, 6.514], [-0.339, -1.205, 6.521], [-0.157, -1.290, 8.392], [-5.502, -6.068, 4.364], [-6.563, -6.272, 3.425], [-7.917, -6.123, 4.127], [-8.930, -6.832, 3.406], [-5.604, -5.128, 4.528], [-6.493, -5.529, 2.630], [-6.376, -7.277, 3.047], [-8.239, -5.108, 4.359], [-7.920, -6.646, 5.083], [-9.048, -7.733, 3.716]]}

***

(x)
{"formula": "C26H75N3O17", "method": "ωB97M-V with the def2-TZVPD basis set", "smiles": "COC[C@H](C)N.COC[C@H](C)N.COC[C@H](C)N.OCCO.OCCO.OCCO.OCCO.OCCO.OCCO.OCCO", "mol_weight_g_mol": 701.890, "orbital_gap_ev": 9.323, "elements": ["C", "O", "C", "C", "C", "N", "H", "H", "H", "H", "H", "H", "H", "H", "H", "H", "H", "C", "O", "C", "C", "C", "N", "H", "H", "H", "H", "H", "H", "H", "H", "H", "H", "H", "C", "O", "C", "C", "C", "N", "H", "H", "H", "H", "H", "H", "H", "H", "H", "H", "H", "O", "C", "C", "O", "H", "H", "H", "H", "H", "H", "O", "C", "C", "O", "H", "H", "H", "H", "H", "H", "O", "C", "C", "O", "H", "H", "H", "H", "H", "H", "O", "C", "C", "O", "H", "H", "H", "H", "H", "H", "O", "C", "C", "O", "H", "H", "H", "H", "H", "H", "O", "C", "C", "O", "H", "H", "H", "H", "H", "H", "O", "C", "C", "O", "H", "H", "H", "H", "H", "H"], "xyz": [[0.618, -0.648, 8.316], [1.040, 0.247, 7.323], [0.317, 0.137, 6.121], [0.659, 1.284, 5.180], [0.166, 2.632, 5.703], [0.020, 1.035, 3.884], [1.092, -1.634, 8.245], [-0.466, -0.791, 8.312], [0.931, -0.293, 9.298], [0.469, -0.845, 5.658], [-0.747, 0.218, 6.403], [1.722, 1.314, 4.929], [0.656, 3.410, 5.115], [0.463, 2.781, 6.746], [-0.918, 2.717, 5.659], [-0.989, 1.246, 3.911], [0.350, 1.668, 3.162], [1.656, -0.696, 1.382], [1.219, -0.038, 0.190], [0.405, 1.101, 0.360], [0.219, 1.894, -0.949], [1.470, 2.570, -1.500], [-0.837, 2.866, -0.750], [2.365, -1.418, 0.973], [0.831, -1.204, 1.882], [2.225, 0.015, 1.985], [-0.564, 0.770, 0.754], [0.830, 1.820, 1.077], [-0.055, 1.185, -1.740], [1.378, 2.953, -2.512], [2.316, 1.888, -1.411], [1.712, 3.405, -0.832], [-1.712, 2.380, -0.573], [-0.731, 3.448, 0.077], [4.229, -0.310, -1.907], [5.173, -0.472, -2.955], [5.512, -1.836, -3.166], [6.637, -1.896, -4.214], [7.059, -3.332, -4.424], [7.766, -1.146, -3.640], [4.472, -0.813, -0.970], [3.272, -0.688, -2.279], [4.122, 0.765, -1.792], [5.812, -2.289, -2.217], [4.621, -2.322, -3.579], [6.330, -1.405, -5.142], [6.201, -3.902, -4.796], [7.398, -3.832, -3.515], [7.880, -3.438, -5.134], [8.284, -0.627, -4.342], [7.390, -0.382, -3.081], [-1.514, -1.354, 3.191], [-2.912, -1.101, 3.207], [-3.326, -0.203, 4.338], [-2.796, 1.107, 4.035], [-1.020, -0.509, 3.192], [-3.280, -0.658, 2.271], [-3.436, -2.059, 3.179], [-3.022, -0.572, 5.318], [-4.415, -0.110, 4.310], [-3.042, 1.736, 4.722], [-4.174, 4.121, 1.094], [-3.318, 3.479, 2.016], [-2.301, 4.411, 2.670], [-1.154, 4.426, 1.834], [-4.170, 3.615, 0.269], [-3.972, 3.148, 2.834], [-2.859, 2.579, 1.603], [-2.073, 3.918, 3.624], [-2.761, 5.372, 2.912], [-0.393, 4.700, 2.358], [0.152, -4.388, -1.600], [0.448, -3.002, -1.587], [-0.789, -2.137, -1.494], [-1.630, -2.318, -2.646], [-0.312, -4.570, -2.425], [1.056, -2.796, -0.703], [1.060, -2.780, -2.466], [-0.688, -1.095, -1.199], [-1.354, -2.558, -0.649], [-2.172, -3.101, -2.537], [-4.147, 2.174, -1.080], [-3.714, 0.831, -1.269], [-4.906, -0.114, -1.184], [-6.020, 0.379, -1.904], [-4.006, 2.636, -1.917], [-3.196, 0.753, -2.229], [-2.923, 0.550, -0.563], [-5.212, -0.177, -0.130], [-4.705, -1.136, -1.500], [-6.205, 1.252, -1.537], [2.297, -2.291, -4.538], [2.135, -0.895, -4.802], [1.116, -0.259, -3.844], [-0.212, -0.316, -4.292], [1.512, -2.767, -4.823], [3.092, -0.402, -4.627], [1.899, -0.763, -5.860], [1.426, 0.781, -3.687], [1.194, -0.669, -2.832], [-0.657, -1.090, -3.918], [-3.500, 2.740, -4.075], [-2.133, 2.602, -4.407], [-1.425, 3.937, -4.580], [-1.849, 4.565, -5.785], [-4.019, 3.070, -4.813], [-1.617, 2.076, -3.606], [-2.026, 2.027, -5.329], [-0.343, 3.885, -4.427], [-1.756, 4.591, -3.762], [-1.764, 5.515, -5.686], [-1.455, -6.635, 1.502], [-0.538, -5.619, 1.195], [-1.006, -4.279, 1.666], [-0.891, -4.119, 3.074], [-1.231, -7.498, 1.158], [0.434, -5.831, 1.670], [-0.212, -5.622, 0.146], [-2.004, -4.011, 1.289], [-0.429, -3.472, 1.190], [-1.104, -3.185, 3.227]]}

***

Name the most stable of them. (x).

***

(w)
{"formula": "C2H10O4", "method": "ωB97M-V with the def2-TZVPD basis set", "smiles": "C=CO.O.O.O", "mol_weight_g_mol": 98.098, "orbital_gap_ev": 8.974, "elements": ["C", "C", "O", "H", "H", "H", "H", "O", "H", "H", "O", "H", "H", "O", "H", "H"], "xyz": [[-2.964, 0.759, 0.725], [-1.868, 0.569, -0.093], [-0.885, -0.285, 0.357], [-3.925, 0.839, 0.249], [-2.711, 0.995, 1.747], [-1.747, 0.792, -1.183], [-0.425, -0.608, -0.475], [0.995, -1.548, -1.687], [1.632, -1.925, -1.030], [1.690, -1.300, -2.348], [1.443, 1.295, -0.263], [0.420, 1.208, -0.477], [1.262, 1.869, 0.477], [2.380, -1.207, 1.097], [2.573, -1.168, 2.041], [2.130, -0.284, 0.863]]}

***

(x)
{"formula": "C2H10O4", "method": "ωB97M-V with the def2-TZVPD basis set", "smiles": "C=CO.O.O.O", "mol_weight_g_mol": 98.098, "orbital_gap_ev": 9.541, "elements": ["C", "C", "O", "H", "H", "H", "H", "O", "H", "H", "O", "H", "H", "O", "H", "H"], "xyz": [[-0.174, 2.850, -0.661], [0.126, 2.310, 0.609], [1.348, 2.364, 1.232], [-1.177, 3.336, -0.813], [0.472, 3.286, -1.444], [-0.549, 1.913, 1.346], [2.115, 2.273, 0.645], [1.876, -0.440, -0.199], [2.664, 0.173, -0.138], [1.302, -0.073, 0.483], [-0.823, -3.299, 1.074], [-1.195, -3.829, 0.288], [-1.393, -3.618, 1.860], [-1.776, -2.425, -1.727], [-1.091, -3.071, -1.560], [-1.727, -1.751, -0.995]]}

***

Name the most stable of them. (w).

***

(w)
{"formula": "C3H2NO3", "method": "ωB97M-V with the def2-TZVPD basis set", "mol_weight_g_mol": 100.053, "orbital_gap_ev": 7.933, "charge": -1, "elements": ["C", "C", "C", "N", "O", "O", "O", "H", "H"], "xyz": [[-2.049, -0.445, 0.230], [2.028, -0.633, -0.303], [-0.245, -1.060, -1.068], [0.941, -1.248, -0.586], [-0.980, 0.058, -0.222], [2.850, -0.814, 0.568], [-2.294, -1.621, 0.209], [-2.734, 0.250, 0.796], [2.247, 0.304, -1.177]]}

***

(x)
{"formula": "C3H2NO3", "method": "ωB97M-V with the def2-TZVPD basis set", "mol_weight_g_mol": 100.053, "orbital_gap_ev": 8.510, "charge": -1, "elements": ["C", "C", "C", "N", "O", "O", "O", "H", "H"], "xyz": [[1.096, 0.746, 0.052], [-1.469, 0.011, 0.067], [0.026, -0.177, 0.380], [1.043, -0.408, -0.629], [-1.508, 0.175, -1.172], [1.775, 1.750, 0.157], [-2.304, 0.012, 0.944], [0.193, -1.319, 1.755], [1.148, -0.790, -1.554]]}

***

Name the most stable of them. (w).